1.
A gas-phase ion, C5H10NO (charge +1). Source: the Open Molecules 2025 dataset; level of theory: ωB97M-V/def2-TZVPD.

```
17
Properties=species:S:1:pos:R:3:forces:R:3
O 2.6117 0.1883 -1.4633 0.887 -0.066 0.294
C -0.1888 0.6542 0.5842 -3.389 1.819 3.830
H 1.8644 0.3859 1.1764 -0.491 0.124 -0.714
H -0.3726 1.4424 1.4476 0.784 -0.977 -1.967
H 2.1851 -1.8403 0.2664 -1.629 0.631 -0.768
H -1.2966 -0.7601 -0.5488 -0.543 1.519 0.604
C -1.3221 0.2001 0.0543 0.478 -2.593 -1.718
C 1.0584 0.0414 0.5085 1.427 0.492 -1.206
C 1.3710 -0.1856 -1.0780 0.410 -1.145 1.204
H -3.0684 0.0454 1.0724 -0.452 0.823 -1.398
H 0.6486 -0.0270 -1.9010 0.048 0.157 1.147
H -3.1534 0.8688 -0.5146 -0.850 0.533 0.326
H 0.3044 -1.9240 -0.1884 0.981 0.133 0.326
H 3.1347 -0.0508 -0.6816 0.745 0.289 -0.730
N -2.6756 0.7224 0.3653 3.232 0.195 3.225
H -2.3298 1.5536 0.9843 -1.858 -0.854 -1.730
C 1.2289 -1.3148 -0.0836 0.219 -1.079 -0.725
```
Positions in Å, forces in eV/Å.

- SMILES: [NH3+]/C=C/[C@H]1C[C@@H]1O
- Charge: +1
- Energy relative to the best compared isomer or geometry (same formula, charge and spin): 89.6 kcal/mol
- HOMO-LUMO gap: 0.3189 hartree
- E_HOMO: -12.42 eV
- Lowest unoccupied orbital energy: -3.74 eV



2.
2 unconnected molecules or ions with the total composition C5H14. Source: the Open Molecules 2025 dataset; level of theory: ωB97M-V/def2-TZVPD.

```
19
Properties=species:S:1:pos:R:3:forces:R:3
C -0.1754 -1.0013 -0.9881 5.184 -4.979 0.466
H 0.2970 -0.0873 -0.8177 0.978 1.622 -0.311
C -1.5977 -0.8932 -1.0393 -1.968 0.934 0.708
H 0.0678 -1.0750 -3.1669 -0.394 -1.247 0.644
H -2.0992 -0.2765 -0.2531 0.356 -0.875 -0.394
H 1.2920 -1.8594 -2.4321 3.023 -0.936 0.309
H -0.4104 2.5321 2.6770 0.983 0.439 -1.153
H 1.5713 1.0473 3.1024 0.858 -0.132 -0.547
H 1.3893 0.4470 1.3077 0.411 1.125 0.853
H -0.2797 -2.6991 -2.3839 -0.114 -0.674 -0.190
H -1.9951 -1.8727 -1.2025 -0.947 -0.436 0.252
C 1.0032 1.0530 2.1703 -1.783 -2.375 0.816
H 0.0730 2.5591 0.8853 0.357 0.253 1.178
H 0.1630 0.3250 2.5291 0.848 1.363 -0.821
C 0.2856 -1.7988 -2.3049 -2.846 4.516 -0.465
H -1.6931 -0.3532 -1.9623 -0.907 0.417 -0.634
H 0.4604 -1.7429 -0.2639 -2.363 1.672 -0.378
H 1.1897 3.2364 2.2025 -0.243 -0.199 -0.402
C 0.4583 2.4596 1.9403 -1.434 -0.489 0.070
```
Positions in Å, forces in eV/Å.

- SMILES: CCC.CC
- Energy relative to the best compared isomer or geometry (same formula, charge and spin): 40.8 kcal/mol
- HOMO-LUMO gap: 0.4203 hartree
- E_HOMO: -10.33 eV
- Lowest unoccupied orbital energy: 1.10 eV



3.
A molecular structure, C33H74BBrClF3IN8O11P4S. Source: the Open Molecules 2025 dataset; level of theory: ωB97M-V/def2-TZVPD.

```
138
Properties=species:S:1:pos:R:3:forces:R:3
C 0.4415 3.1992 -3.1575 0.959 0.429 -1.464
H 7.3941 0.0207 -5.7899 -1.592 -0.333 1.854
C 4.3111 1.3867 -0.6683 0.368 -3.448 2.526
N -8.9620 1.1426 0.0581 0.206 -1.799 3.228
H 1.5816 -9.5916 6.2648 0.017 0.156 -0.232
H 3.5674 -4.6432 4.1279 0.031 0.119 0.145
H -0.7684 -5.2764 5.3914 0.337 -0.095 -0.006
H 2.5362 1.2060 -2.4320 0.555 2.642 0.645
H -7.3209 -1.9902 -1.7070 -0.082 0.335 0.014
H 3.7893 -8.4810 3.7539 -0.544 0.127 0.053
H -2.9758 -2.1109 1.1465 2.286 1.066 0.328
N -6.6593 1.9169 -0.1794 0.842 1.285 1.045
O -1.5693 7.7011 -1.6242 -0.591 -2.315 -0.320
H 2.2744 -9.2932 3.2886 0.168 -0.123 0.059
P 3.1954 6.1083 -2.6340 -0.374 1.254 -2.158
H 3.2831 1.0911 -0.1323 2.267 1.239 -0.952
H -10.0444 2.4468 1.3570 -0.004 -0.474 -0.142
O -6.0289 -0.3296 -0.4966 -1.582 -2.451 3.600
O -3.5062 6.9040 -3.2536 5.304 -1.736 2.557
C 2.4068 3.1133 1.5176 0.339 -0.452 -0.448
H -10.0727 -0.6426 -0.3380 0.209 0.039 -0.082
H 0.4911 -8.2305 6.3660 0.039 0.194 -0.114
C 2.5771 -6.0015 1.8219 -0.429 -0.180 0.135
H -9.0480 -1.7239 -1.9522 -0.177 -0.052 -0.145
C -1.1514 5.3391 -3.3357 2.501 -0.604 -0.447
H 4.2987 -6.2072 4.6152 -0.085 0.139 0.182
H -2.3887 -2.4092 -1.2234 0.123 2.528 0.052
H -4.5424 1.6839 -0.2264 0.147 -0.076 0.027
H 4.5150 3.5764 1.7963 -1.833 1.735 -2.070
H -1.1560 -2.5868 1.2480 -1.309 2.138 0.223
O 5.8946 5.6375 1.0173 0.121 -3.043 -0.342
C 1.3881 3.0763 -1.7705 -2.992 -0.670 -2.088
H 5.2012 1.5127 0.1191 -2.268 0.450 -1.830
C 0.8061 -1.3869 -0.6851 1.139 0.333 0.184
N 4.0710 2.5935 -1.5413 0.248 -0.097 -1.003
N 2.0845 -7.9781 4.9607 -2.357 -2.109 -1.860
H -7.7067 3.2002 -1.4743 -0.036 -0.136 -0.203
H 3.3219 -5.7930 6.2915 -0.093 -0.187 -0.210
C 3.6834 3.5679 0.9335 -1.383 -1.187 1.184
H -0.0787 5.8173 -3.1210 -2.430 -0.843 -0.330
O 0.5360 -5.5063 3.3573 -2.908 -3.583 -0.590
H 2.3497 -4.9365 1.7072 -0.103 0.015 -0.109
H 3.1943 -9.7872 4.7268 -0.438 0.150 0.175
C -9.0127 2.1414 1.1442 0.176 1.024 0.168
H 0.0432 -4.5095 6.7436 0.126 -0.170 -0.027
F 3.2510 -2.3285 1.5669 3.117 -0.597 -4.636
H -0.3367 -6.2433 6.8030 -0.009 -0.003 0.234
H -1.7932 3.1040 -3.6373 1.573 1.620 1.470
N -7.8940 0.0640 -1.8632 -0.840 -1.002 -0.755
O 5.7509 3.8461 -3.2903 -2.512 -1.341 1.765
B 5.0188 2.6921 -2.7626 2.470 0.264 -6.295
H 0.4752 2.1851 -3.7892 -0.274 2.094 1.612
H 2.1625 -6.7029 7.2606 0.041 -0.005 0.125
H -6.2669 2.4186 -2.2051 -0.038 -0.011 -0.183
O -3.0805 5.5681 -1.1902 3.757 1.838 -3.131
P 5.8434 4.5958 -0.3561 3.049 2.674 -0.936
H 0.9673 3.9923 -3.8803 -0.853 -1.733 1.616
O 3.2314 5.1969 -4.1660 1.081 1.320 1.162
C -1.8862 -1.6561 1.2954 -0.828 -0.047 -0.403
H 1.6430 3.8653 2.0251 2.432 -1.765 0.433
C 2.9569 4.9809 -1.1226 0.401 -0.970 0.617
C -2.3370 -1.2264 -1.2691 0.134 0.210 -1.171
C -9.9691 0.1251 0.4308 -0.628 -0.427 -0.338
H 7.1176 1.4282 -3.0891 -0.780 -0.210 -2.499
N 1.3142 -5.7319 5.5584 -0.746 0.128 1.313
N 2.7216 -6.3741 3.2345 1.121 -0.343 -1.499
C -6.6883 2.8522 -1.2940 -0.669 0.097 0.162
H 3.4928 -6.2180 1.2621 0.098 -0.063 0.251
H 1.1025 -2.1644 0.1661 -1.000 1.586 -1.962
C -0.0708 -0.1211 -0.1231 -0.398 -0.386 -0.753
H 7.0112 2.1819 -4.8557 -1.173 -1.357 1.496
Br 5.2758 7.1336 -2.6929 -0.959 -0.760 0.137
N 1.5518 4.4648 -1.2946 2.130 -0.716 -0.042
P -7.3934 0.3553 -0.2385 2.741 4.700 -7.095
H 7.1719 -0.8943 -4.1301 -1.305 1.732 -1.588
C 3.9641 -2.2260 0.2394 0.407 1.083 0.438
C -8.8296 0.8394 -2.6696 -0.448 0.129 0.188
C 2.2934 -5.8104 6.6363 0.100 -0.447 0.185
H 6.1240 5.1748 1.8757 -0.561 0.734 -1.086
H 0.3635 0.2466 0.8992 -0.780 -0.584 -1.938
C 1.0902 -8.8158 5.6664 -0.310 -0.113 0.755
H -1.1348 1.2700 -1.5700 2.471 -0.289 0.389
H 3.6490 5.8217 -4.8440 -0.841 -1.056 1.337
H 0.3997 -9.2952 4.9567 0.217 -0.132 0.255
S -2.3781 6.3375 -2.3335 -7.623 1.284 1.083
H 0.4764 0.5749 -2.2360 -0.372 1.251 1.622
H -1.5999 7.6386 -0.6234 -0.255 -0.354 -1.571
H 1.7799 -6.5822 1.3464 0.060 0.231 0.092
H -3.4293 -0.7994 -1.4933 2.365 -1.027 0.841
C 0.0112 1.0736 -1.2918 -2.780 -1.888 -0.058
C -1.0672 3.7431 -2.9383 -1.177 -0.397 0.309
Cl 0.3927 5.1295 -0.2588 -2.227 -2.066 -1.034
H 2.2097 -4.9396 7.2997 -0.322 -0.055 -0.245
C 2.7452 2.3747 -2.3012 -1.848 -0.665 -2.226
H 7.1988 3.2128 0.9135 -0.258 -0.052 -1.353
H 2.0712 1.9705 1.5468 -0.119 2.713 -1.594
H 3.9160 -0.4536 -2.1142 1.692 0.628 1.819
H -9.6958 -0.3787 1.3698 -0.295 0.181 -0.101
P 1.2564 -6.6562 4.1032 5.631 6.673 1.545
I 2.6263 6.5529 0.4615 3.176 0.731 -0.430
H 1.8449 -0.9356 -1.0561 -1.942 -0.899 0.716
H 0.3419 -1.9100 -1.6401 0.753 1.049 2.226
C 6.5488 1.3783 -4.1385 1.447 -0.810 0.221
H 5.5542 4.0122 -4.2583 0.306 -0.699 1.585
H -9.8732 0.6871 -2.3676 -0.099 0.014 -0.082
H -10.9619 0.5756 0.5438 0.276 0.043 0.025
C -8.0525 -1.3523 -2.2158 0.672 -0.235 -0.036
H -8.5702 1.7529 2.0670 -0.137 0.162 0.023
C 4.7180 -0.0483 -1.3449 1.540 -1.465 -0.131
H -2.3344 0.3739 0.3598 1.746 -1.824 -0.619
H 4.6646 -5.5408 3.0684 -0.320 -0.073 -0.197
F 3.6178 -3.2951 -0.7448 0.432 4.407 3.604
C 4.0518 3.8767 -0.6791 -1.483 -1.727 5.224
C 0.0052 -5.4324 6.1518 -0.277 0.486 -0.447
C 4.8894 -1.1009 -0.0536 -1.266 -2.095 0.277
H 2.8392 2.7358 -3.4400 0.160 -0.451 2.590
H -1.7080 -0.9657 -2.2482 -1.238 -0.523 2.011
H 5.5813 -0.3968 -5.1907 2.569 0.478 0.657
O 0.5516 2.3298 -0.8416 2.230 -0.065 -0.526
H 5.7772 -0.0683 -1.8689 -2.292 0.421 0.939
C 6.6818 -0.0900 -4.8580 -0.010 0.346 0.216
H -5.1238 3.0069 0.8025 -0.224 0.037 -0.168
C 2.8611 -8.9252 4.1363 0.941 -0.115 -0.418
H -1.9000 -1.1112 2.3313 0.368 -1.222 -1.885
O 5.1239 1.6158 -3.8188 -0.043 1.622 3.240
H -1.3363 5.4326 -4.4872 -0.170 0.276 2.402
C -1.6567 -0.5673 0.0769 -0.926 -0.392 0.373
O 7.0061 3.3542 -0.0595 -2.127 0.731 1.829
F 6.0436 -0.8440 0.8845 -4.101 -0.042 -2.216
H -8.6321 1.9060 -2.6594 0.047 -0.042 0.291
H -5.3014 1.3498 1.3470 0.074 -0.007 -0.229
H -7.9006 -1.5098 -3.2908 -0.101 0.146 0.122
H -1.4939 3.6034 -1.8450 1.124 0.250 -2.191
H -8.7571 0.5551 -3.7276 0.174 -0.266 0.261
H -8.5015 3.0751 0.8760 0.082 -0.556 -0.028
C 3.8503 -5.6453 3.7941 0.012 -0.577 0.409
H -6.1309 3.7682 -1.0685 0.126 -0.291 0.217
C -5.3395 1.9897 0.4593 -0.259 -0.362 0.177
```
Positions in Å, forces in eV/Å.

- Charge: +1
- HOMO-LUMO gap: 0.1816 hartree
- E_HOMO: -9.22 eV
- Lowest unoccupied orbital energy: -4.28 eV



4.
A single C4H5NOS molecule. Source: the Open Molecules 2025 dataset; level of theory: ωB97M-V/def2-TZVPD.

```
12
Properties=species:S:1:pos:R:3:forces:R:3
C -2.0454 -0.7248 -0.4899 0.930 -0.329 0.177
H 1.7715 1.3758 1.4705 -0.084 -0.315 -1.086
H 2.6188 0.1868 0.3980 0.327 0.230 -0.980
H -1.6222 1.1664 -1.5713 0.177 -0.965 0.813
N -0.1494 -1.0517 1.0600 -2.897 -2.128 0.795
C -1.1461 0.2160 -1.1909 1.591 -0.241 -2.388
C 1.8209 0.3294 1.0870 0.463 1.229 2.351
H 2.2173 -0.1077 2.0262 -0.906 -0.701 -0.576
H -0.6889 -0.2761 -2.1503 -1.739 0.232 1.230
S -3.3759 -1.5431 -0.6361 1.090 0.798 0.242
O 0.1130 0.5646 -0.6112 -0.090 0.167 1.977
C 0.4863 -0.1354 0.6081 1.139 2.024 -2.554
```
Positions in Å, forces in eV/Å.

- Energy relative to the best compared isomer or geometry (same formula, charge and spin): 105.1 kcal/mol
- HOMO-LUMO gap (alpha / beta): 0.3143 / 0.2637 hartree
- E_HOMO (alpha / beta): -9.17 / -7.98 eV
- Lowest unoccupied orbital energy (alpha / beta): -0.62 / -0.81 eV



What did the second record say?
2 unconnected molecules or ions with the total composition C5H14. Source: the Open Molecules 2025 dataset; level of theory: ωB97M-V/def2-TZVPD.

```
19
Properties=species:S:1:pos:R:3:forces:R:3
C -0.1754 -1.0013 -0.9881 5.184 -4.979 0.466
H 0.2970 -0.0873 -0.8177 0.978 1.622 -0.311
C -1.5977 -0.8932 -1.0393 -1.968 0.934 0.708
H 0.0678 -1.0750 -3.1669 -0.394 -1.247 0.644
H -2.0992 -0.2765 -0.2531 0.356 -0.875 -0.394
H 1.2920 -1.8594 -2.4321 3.023 -0.936 0.309
H -0.4104 2.5321 2.6770 0.983 0.439 -1.153
H 1.5713 1.0473 3.1024 0.858 -0.132 -0.547
H 1.3893 0.4470 1.3077 0.411 1.125 0.853
H -0.2797 -2.6991 -2.3839 -0.114 -0.674 -0.190
H -1.9951 -1.8727 -1.2025 -0.947 -0.436 0.252
C 1.0032 1.0530 2.1703 -1.783 -2.375 0.816
H 0.0730 2.5591 0.8853 0.357 0.253 1.178
H 0.1630 0.3250 2.5291 0.848 1.363 -0.821
C 0.2856 -1.7988 -2.3049 -2.846 4.516 -0.465
H -1.6931 -0.3532 -1.9623 -0.907 0.417 -0.634
H 0.4604 -1.7429 -0.2639 -2.363 1.672 -0.378
H 1.1897 3.2364 2.2025 -0.243 -0.199 -0.402
C 0.4583 2.4596 1.9403 -1.434 -0.489 0.070
```
Positions in Å, forces in eV/Å.

- SMILES: CCC.CC
- Energy relative to the best compared isomer or geometry (same formula, charge and spin): 40.8 kcal/mol
- HOMO-LUMO gap: 0.4203 hartree
- E_HOMO: -10.33 eV
- Lowest unoccupied orbital energy: 1.10 eV